Record 1
This record from the OMol25 dataset describes the molecule C18H24N2O3. The level of theory is ωB97M-V/def2-TZVPD.

The geometry in ORCA input format:
```
! RIJCOSX wB97M-V def2-TZVPD def2/J DEFGRID3
* xyz 0 1
C 4.426 1.173 -1.010
C 2.911 1.020 -0.966
N 2.406 0.061 -1.938
C 2.770 0.324 -3.318
C 2.219 1.617 -3.932
C 0.994 -0.203 -1.758
C 0.733 -1.093 -0.525
N 0.183 -0.372 0.594
C 0.817 -0.136 1.756
O 1.958 -0.415 2.083
C -0.147 0.589 2.629
O 0.254 0.971 3.841
C -1.316 0.747 1.974
C -2.549 1.417 2.384
C -2.548 1.951 3.791
O -3.493 1.533 1.630
C -1.196 0.071 0.626
C -2.169 -1.084 0.522
C -1.976 -2.220 1.299
C -2.870 -3.273 1.226
C -3.967 -3.194 0.385
C -4.166 -2.060 -0.383
C -3.268 -1.009 -0.318
H 4.753 1.730 -1.885
H 4.757 1.708 -0.124
H 4.895 0.193 -1.018
H 2.645 0.638 0.021
H 2.433 2.009 -1.081
H 2.421 -0.529 -3.908
H 3.859 0.333 -3.376
H 2.582 2.488 -3.392
H 1.132 1.623 -3.913
H 2.545 1.696 -4.966
H 0.638 -0.729 -2.646
H 0.403 0.725 -1.658
H 0.035 -1.894 -0.786
H 1.677 -1.534 -0.200
H 1.180 0.676 3.934
H -1.728 2.656 3.916
H -3.495 2.440 4.003
H -2.386 1.135 4.491
H -1.398 0.782 -0.184
H -1.122 -2.278 1.959
H -2.711 -4.154 1.831
H -4.668 -4.014 0.333
H -5.024 -1.992 -1.036
H -3.431 -0.121 -0.910
*
```

**Kohn-Sham gap**: 8.5 eV
**E_HOMO**: -8.4 eV
**LUMO level**: 0.10 eV
**SMILES string**: CCN(CC)CCN1C(=O)C(O)=C(C(C)=O)[C@@H]1c1ccccc1



Record 2
This record from the OMol25 dataset describes C49H38AsFN5O9PTi as an isolated structure. The level of theory is ωB97M-V/def2-TZVPD.

The geometry in ORCA input format:
```
! RIJCOSX wB97M-V def2-TZVPD def2/J DEFGRID3
* xyz -2 3
Ti 0.343 -1.315 -0.487
O 2.430 -1.539 3.015
C 2.123 -1.070 1.932
O 0.992 -1.367 1.337
C 3.000 -0.056 1.262
C 4.035 0.479 2.038
C 4.789 1.495 1.492
C 4.555 2.024 0.237
C 3.502 1.520 -0.549
C 2.744 0.401 -0.038
O 1.831 -0.202 -0.783
N 3.254 2.169 -1.751
O 2.262 1.852 -2.483
O 4.007 3.153 -2.061
N 5.868 2.078 2.299
O 6.074 1.618 3.415
O 6.529 2.992 1.826
H 4.208 0.098 3.031
H 5.140 2.835 -0.158
C 3.870 -6.320 -6.425
O 2.709 -5.539 -6.288
C 1.695 -6.066 -5.523
C 0.643 -5.204 -5.221
C -0.417 -5.631 -4.450
C -0.472 -6.948 -3.963
C 0.577 -7.800 -4.300
C 1.661 -7.373 -5.060
N -1.552 -7.520 -3.264
N -2.348 -6.818 -2.526
C -2.039 -5.627 -1.930
C -3.128 -4.769 -1.664
C -2.978 -3.513 -1.116
C -1.713 -3.044 -0.740
O -1.499 -1.836 -0.190
C -0.618 -3.896 -0.917
N 0.597 -3.383 -0.525
C 1.655 -4.182 -0.451
C 1.584 -5.516 -0.806
C 0.396 -6.022 -1.338
C -0.737 -5.215 -1.441
H 4.593 -5.704 -6.954
H 3.682 -7.231 -7.005
H 4.281 -6.601 -5.450
H 0.688 -4.182 -5.578
H -1.208 -4.932 -4.217
H 0.531 -8.824 -3.947
H 2.458 -8.068 -5.285
H -4.107 -5.123 -1.962
H -3.836 -2.869 -0.961
H 2.577 -3.729 -0.107
H 2.461 -6.140 -0.714
H 0.348 -7.052 -1.655
F 0.146 -1.415 -2.303
C -2.111 1.310 1.412
C -2.621 2.733 1.609
As -3.679 2.859 3.264
C -2.181 2.475 4.458
C -2.161 1.247 5.112
C -1.059 0.865 5.868
C 0.030 1.716 5.979
C 0.016 2.946 5.333
C -1.081 3.321 4.573
C -3.690 4.806 3.471
C -3.447 5.678 2.414
C -3.508 7.054 2.603
C -3.812 7.576 3.851
C -4.058 6.713 4.912
C -4.002 5.342 4.719
P -0.831 1.127 0.115
C 0.335 2.447 0.561
C 0.944 2.317 1.813
C 1.920 3.211 2.220
C 2.322 4.231 1.366
C 1.732 4.359 0.118
C 0.736 3.477 -0.282
C -1.612 1.573 -1.461
C -2.996 1.618 -1.622
C -3.551 1.824 -2.877
C -2.726 1.989 -3.981
C -1.347 1.927 -3.827
C -0.785 1.703 -2.579
H -2.908 0.594 1.203
H -1.624 0.951 2.323
H -3.244 3.051 0.772
H -1.780 3.425 1.687
H -3.004 0.571 5.014
H -1.044 -0.104 6.349
H 0.899 1.414 6.550
H 0.873 3.605 5.401
H -1.068 4.270 4.048
H -3.191 5.295 1.434
H -3.307 7.717 1.770
H -3.853 8.648 3.999
H -4.290 7.110 5.893
H -4.189 4.678 5.556
H 0.684 1.488 2.465
H 2.401 3.075 3.182
H 3.122 4.900 1.659
H 2.079 5.114 -0.576
H 0.320 3.569 -1.275
H -3.654 1.471 -0.774
H -4.628 1.845 -2.992
H -3.158 2.147 -4.962
H -0.693 2.031 -4.684
H 0.294 1.620 -2.483
*
```

**Kohn-Sham gap (alpha / beta)**: 4.2 / 6.0 eV
**E_HOMO (alpha / beta)**: -0.6 / -2.4 eV
**LUMO level (alpha / beta)**: 3.53 / 3.53 eV